No. 1
Molecular formula: C6H9N
Method: DFT, ωB97M-V/def2-TZVPD

```
16
Properties=species:S:1:pos:R:3
C 0.901 -1.332 -0.444
C 0.134 0.009 -0.543
C -1.277 -0.017 0.022
C -1.279 -0.121 1.494
C -1.272 -0.221 2.694
C 0.815 1.566 -0.528
N 0.396 0.818 -1.648
H 0.530 -1.991 0.342
H 1.960 -1.194 -0.255
H 0.859 -1.925 -1.374
H -1.879 -0.835 -0.387
H -1.740 0.921 -0.284
H -1.264 -0.300 3.760
H 0.377 2.598 -0.455
H 1.755 1.484 0.011
H 0.985 0.543 -2.405
```

Output
Charge ... 0
Gap between HOMO and LUMO ... 10.06 eV
E_LUMO ... 1.05 eV
SMILES ... C#CC[C@]1(C)CN1
Total energy ... -288.6320 Eh

---

No. 2
Molecular formula: C5H22N3O4
Method: DFT, ωB97M-V/def2-TZVPD

```
34
Properties=species:S:1:pos:R:3
C 1.751 0.459 1.941
C 0.611 -0.108 1.126
C -0.681 0.664 1.429
C -1.802 0.501 0.401
N -1.996 -2.184 -2.068
C -2.151 -1.003 -1.475
N -1.705 -0.814 -0.281
N 0.314 -1.539 1.426
H 2.715 0.026 1.700
H 1.847 1.503 1.640
H 1.593 0.313 2.996
H 0.755 -0.036 0.050
H -0.480 1.725 1.584
H -1.017 0.353 2.424
H -2.815 0.609 0.787
H -1.671 1.254 -0.370
H -1.393 -2.856 -1.624
H -2.148 -2.311 -3.054
H -2.700 -0.231 -1.983
H -1.129 -1.508 0.230
H 1.205 -2.032 1.461
H -0.014 -1.563 2.390
H 0.079 1.334 -2.765
H 0.664 -0.080 -2.945
O -0.031 0.411 -2.465
H -0.552 0.063 4.849
H -1.092 -1.336 5.160
O -1.072 -0.657 4.477
H 1.185 3.842 -2.821
H 1.832 2.824 -1.873
O 0.979 3.115 -2.219
H 3.011 -1.035 -3.462
H 3.106 0.495 -3.629
O 2.801 -0.198 -3.036
```

Output
Charge ... +1
Gap between HOMO and LUMO ... 10.68 eV
E_LUMO ... -2.30 eV
Total energy ... -668.7435 Eh

---

No. 3
Molecular formula: C6H18B3NO9P2
Method: DFT, ωB97M-V/def2-TZVPD

```
39
Properties=species:S:1:pos:R:3
C -0.009 2.568 -0.006
C -0.015 1.184 0.542
C -1.050 0.107 -0.209
B -2.375 -0.075 0.776
O -2.286 0.030 2.276
B -3.037 1.297 2.577
O -3.747 1.972 1.462
B -4.519 0.862 0.810
P -6.434 1.032 0.811
N -7.199 -0.289 0.270
O -6.906 2.427 -0.185
O -6.890 1.262 2.510
O -3.766 -0.309 0.247
H 0.463 2.750 -1.079
H -0.446 3.429 0.655
H 0.606 0.797 1.462
H -1.384 0.601 -1.241
H -0.460 -0.903 -0.354
H -3.060 1.767 3.664
H -7.814 -0.089 -0.551
H -6.221 2.497 -0.936
H -6.311 2.040 2.825
C 1.818 -1.843 -1.406
O 2.522 -1.091 -0.430
P 4.056 -0.410 -0.848
O 3.612 -0.183 -2.299
O 4.713 -1.920 -0.707
C 4.609 -2.576 0.542
O 5.590 0.272 -1.266
C 6.617 -0.550 -1.787
H 1.066 -2.450 -0.896
H 1.304 -1.169 -2.096
H 2.491 -2.510 -1.952
H 3.842 -3.351 0.472
H 4.350 -1.878 1.344
H 5.567 -3.050 0.774
H 6.241 -1.197 -2.585
H 7.063 -1.145 -0.986
H 7.399 0.095 -2.199
```

Output
Charge ... 0
Gap between HOMO and LUMO ... 4.92 eV
E_LUMO ... -3.17 eV
SMILES ... C=CCB1OBOB(P(=N)(O)O)O1.COP(=O)(OC)OC
Total energy ... -1728.5250 Eh

---

No. 4
Molecular formula: C11H6IMgN5O6Se3Te2
Method: DFT, ωB97M-V/def2-TZVPD

```
35
Properties=species:S:1:pos:R:3
Mg 1.319 -1.415 0.018
Se 2.679 -1.271 -3.910
Te 3.509 -0.586 -1.669
Te 3.073 2.082 -1.381
Se 0.610 2.297 -1.511
O -2.616 -0.609 -0.069
C -1.517 -0.080 0.011
O -0.406 -0.731 -0.148
C -1.421 1.399 0.282
C -2.574 2.104 0.312
C -2.595 3.492 0.635
C -1.438 4.104 1.090
C -0.258 3.405 1.082
C -0.108 2.082 0.433
N 0.893 4.031 1.619
O 1.970 3.441 1.510
O 0.801 5.136 2.161
N -3.811 4.214 0.626
O -4.843 3.636 0.279
O -3.810 5.401 0.970
H -3.501 1.581 0.132
H -1.461 5.112 1.471
H 0.673 1.483 0.896
Se 2.740 -3.619 4.187
C 2.334 -2.681 2.731
N 2.077 -2.068 1.773
I 0.120 -7.469 -0.943
C 0.625 -5.493 -1.248
C 0.822 -4.865 -2.462
N 1.127 -3.595 -2.192
N 1.156 -3.363 -0.875
C 0.842 -4.507 -0.281
H 0.769 -5.233 -3.472
H 1.421 -2.840 -2.851
H 0.797 -4.575 0.794
```

Output
Charge ... -2
Gap between HOMO and LUMO ... 5.31 eV
E_LUMO ... 3.17 eV
Total energy ... -9386.2501 Eh

---

No. 5
Molecular formula: C2H73O35
Method: DFT, ωB97M-V/def2-TZVPD

```
110
Properties=species:S:1:pos:R:3
C 0.387 -0.573 0.293
C -0.202 0.142 -0.893
O -0.472 1.535 -0.726
H 1.149 0.010 0.810
H 0.850 -1.508 -0.023
H -0.408 -0.759 1.015
H -1.081 -0.454 -1.140
H 0.475 -0.066 -1.721
O 2.606 -2.659 1.353
H 2.762 -1.900 1.915
H 2.740 -2.330 0.464
O -0.276 0.888 3.153
H -0.717 1.422 2.493
H -0.562 -0.007 2.969
O 2.790 2.979 -1.490
H 2.817 3.889 -1.786
H 1.900 2.860 -1.159
O -3.383 2.600 -5.089
H -4.205 2.812 -5.532
H -3.463 1.673 -4.866
O 1.610 -5.223 -1.594
H 1.566 -5.361 -0.647
H 1.532 -6.100 -1.968
O -3.343 1.493 -0.561
H -2.431 1.258 -0.390
H -3.385 2.433 -0.386
O 2.126 1.906 2.085
H 1.559 1.859 2.855
H 1.543 1.730 1.346
O -1.094 -2.123 -4.731
H -1.080 -1.167 -4.761
H -0.621 -2.346 -3.930
O 1.774 -3.186 -6.264
H 1.070 -2.602 -5.980
H 2.577 -2.690 -6.105
O 4.125 -1.276 -0.527
H 4.388 -1.387 0.387
H 4.449 -0.407 -0.766
O -3.499 -0.601 1.625
H -4.146 0.092 1.757
H -3.254 -0.528 0.702
O -0.747 3.424 1.344
H -0.264 4.214 1.100
H -0.628 2.831 0.603
O 0.439 4.362 -0.958
H -0.406 4.807 -1.017
H 0.234 3.438 -1.101
O 3.507 -3.358 -2.239
H 3.392 -2.596 -1.672
H 2.749 -3.912 -2.054
O 5.010 1.013 -0.961
H 4.452 1.790 -0.991
H 5.902 1.359 -0.940
O 2.041 4.444 2.923
H 1.666 4.304 3.793
H 2.253 3.565 2.609
O -1.786 -2.213 2.898
H -2.414 -2.786 3.338
H -2.319 -1.682 2.307
O 5.010 3.370 2.856
H 4.962 3.410 1.901
H 4.889 2.444 3.064
O 2.836 -1.469 -4.137
H 3.402 -1.169 -4.848
H 3.383 -2.073 -3.634
O 0.789 -2.940 3.942
H -0.080 -2.682 3.634
H 1.257 -3.201 3.148
O -3.728 0.151 -3.156
H -3.914 -0.555 -2.537
H -3.426 0.876 -2.609
O 0.096 3.589 4.740
H -0.088 3.451 5.669
H -0.332 2.856 4.299
O -1.413 5.278 3.270
H -0.665 4.784 3.605
H -1.527 4.965 2.373
O -4.969 -3.253 1.482
H -5.859 -2.910 1.561
H -4.417 -2.475 1.410
O -0.611 0.528 -4.674
H -0.490 1.309 -5.214
H -0.594 0.853 -3.774
O -1.191 -3.921 5.882
H -0.785 -3.250 5.334
H -2.070 -4.029 5.518
O 0.562 -3.056 -2.975
H 1.184 -2.476 -3.413
H 1.081 -3.821 -2.728
O 1.235 -0.929 5.956
H 1.525 -1.742 5.542
H 0.915 -0.392 5.231
O -6.834 -0.283 -0.722
H -5.882 -0.258 -0.633
H -6.983 -0.526 -1.636
O -3.545 3.725 1.360
H -3.740 3.381 2.232
H -2.652 3.432 1.181
O 2.088 2.124 -4.351
H 1.570 1.324 -4.433
H 2.544 2.030 -3.514
O -4.092 -1.566 -1.243
H -3.182 -1.858 -1.193
H -4.564 -2.315 -1.609
O 3.470 -0.419 2.846
H 2.966 0.321 2.508
H 4.007 -0.044 3.545
O -1.824 -3.170 -0.678
H -1.426 -3.965 -0.324
H -1.140 -2.784 -1.227
```

Output
Charge ... -1
Gap between HOMO and LUMO ... 8.01 eV
E_LUMO ... 1.54 eV
Total energy ... -2753.5035 Eh

---

No. 6
Molecular formula: C8H11N2O
Method: DFT, ωB97M-V/def2-TZVPD

```
22
Properties=species:S:1:pos:R:3
C -0.442 -2.640 -2.240
C -0.843 -2.458 -0.928
C -0.234 -1.451 -2.822
C -0.790 -1.065 -0.810
C 1.133 0.387 2.124
C 0.820 1.558 -0.013
C -0.721 -0.269 0.544
C 1.585 0.388 0.721
N 0.601 -0.604 1.098
N -0.614 1.229 0.228
O -0.395 -0.415 -1.955
H -0.309 -3.547 -2.762
H -1.177 -3.082 -0.021
H 0.035 -1.186 -3.831
H 1.688 -0.169 2.987
H 0.580 1.368 2.338
H 1.166 2.491 0.387
H 1.060 1.296 -1.074
H -1.636 -0.352 1.076
H 2.565 0.152 0.201
H -0.897 1.634 1.130
H -1.204 1.495 -0.465
```

Output
Charge ... +1
Gap between HOMO and LUMO ... 9.16 eV
E_LUMO ... -3.17 eV
SMILES ... c1coc([C@@H]2[NH2+]C[C@H]3CN32)c1
Total energy ... -495.8255 Eh

---

No. 7
Molecular formula: C4H6I2MoN2O3
Method: DFT, ωB97M-V/def2-TZVPD

```
18
Properties=species:S:1:pos:R:3
Mo 1.469 -0.677 -0.074
N -0.314 -1.918 0.164
C -1.599 -1.178 -0.007
C -1.365 0.308 0.126
O -2.217 1.083 0.471
N -0.052 0.703 -0.201
C 0.020 2.148 -0.297
C 0.227 2.675 1.051
O 0.433 2.959 2.107
O 2.098 -0.464 1.414
H -0.331 -2.762 -0.405
H -0.257 -2.264 1.124
H -2.348 -1.502 0.712
H -1.989 -1.365 -1.008
H -0.937 2.589 -0.620
H 0.818 2.540 -0.933
I 3.235 -0.130 -2.108
I 3.108 -2.745 -1.517
```

Output
Charge ... +2
Gap between HOMO and LUMO ... 6.35 eV
E_LUMO ... -10.02 eV
Total energy ... -1154.2229 Eh

---

No. 8
Molecular formula: C6H8N2
Method: DFT, ωB97M-V/def2-TZVPD

```
16
Properties=species:S:1:pos:R:3
C 0.415 1.505 0.891
C -0.933 1.135 0.113
C -1.326 -0.338 0.074
C -0.482 -1.456 0.481
C 0.680 -1.611 -0.162
C 1.267 -0.610 -1.121
H 1.179 0.626 0.689
H 0.229 1.915 1.948
H 0.759 2.286 0.200
H -1.700 1.806 0.236
H -2.380 -0.563 -0.196
H -0.877 -2.160 1.198
H 1.229 -2.693 -0.113
H 2.378 -0.604 -1.499
N 0.450 0.382 -1.525
N -0.887 0.380 -1.215
```

Output
Charge ... 0
Gap between HOMO and LUMO ... 8.52 eV
E_LUMO ... 0.20 eV
SMILES ... C[C@@H]1[C@@H]2C=CC=NN12
Total energy ... -342.7676 Eh

---

Please write out number 3 again, unchanged.
Molecular formula: C6H18B3NO9P2
Method: DFT, ωB97M-V/def2-TZVPD

```
39
Properties=species:S:1:pos:R:3
C -0.009 2.568 -0.006
C -0.015 1.184 0.542
C -1.050 0.107 -0.209
B -2.375 -0.075 0.776
O -2.286 0.030 2.276
B -3.037 1.297 2.577
O -3.747 1.972 1.462
B -4.519 0.862 0.810
P -6.434 1.032 0.811
N -7.199 -0.289 0.270
O -6.906 2.427 -0.185
O -6.890 1.262 2.510
O -3.766 -0.309 0.247
H 0.463 2.750 -1.079
H -0.446 3.429 0.655
H 0.606 0.797 1.462
H -1.384 0.601 -1.241
H -0.460 -0.903 -0.354
H -3.060 1.767 3.664
H -7.814 -0.089 -0.551
H -6.221 2.497 -0.936
H -6.311 2.040 2.825
C 1.818 -1.843 -1.406
O 2.522 -1.091 -0.430
P 4.056 -0.410 -0.848
O 3.612 -0.183 -2.299
O 4.713 -1.920 -0.707
C 4.609 -2.576 0.542
O 5.590 0.272 -1.266
C 6.617 -0.550 -1.787
H 1.066 -2.450 -0.896
H 1.304 -1.169 -2.096
H 2.491 -2.510 -1.952
H 3.842 -3.351 0.472
H 4.350 -1.878 1.344
H 5.567 -3.050 0.774
H 6.241 -1.197 -2.585
H 7.063 -1.145 -0.986
H 7.399 0.095 -2.199
```

Output
Charge ... 0
Gap between HOMO and LUMO ... 4.92 eV
E_LUMO ... -3.17 eV
SMILES ... C=CCB1OBOB(P(=N)(O)O)O1.COP(=O)(OC)OC
Total energy ... -1728.5250 Eh

---

Copy entry 1 word for word.
Molecular formula: C6H9N
Method: DFT, ωB97M-V/def2-TZVPD

```
16
Properties=species:S:1:pos:R:3
C 0.901 -1.332 -0.444
C 0.134 0.009 -0.543
C -1.277 -0.017 0.022
C -1.279 -0.121 1.494
C -1.272 -0.221 2.694
C 0.815 1.566 -0.528
N 0.396 0.818 -1.648
H 0.530 -1.991 0.342
H 1.960 -1.194 -0.255
H 0.859 -1.925 -1.374
H -1.879 -0.835 -0.387
H -1.740 0.921 -0.284
H -1.264 -0.300 3.760
H 0.377 2.598 -0.455
H 1.755 1.484 0.011
H 0.985 0.543 -2.405
```

Output
Charge ... 0
Gap between HOMO and LUMO ... 10.06 eV
E_LUMO ... 1.05 eV
SMILES ... C#CC[C@]1(C)CN1
Total energy ... -288.6320 Eh

---

> Among the records above, which one has the highest E_LUMO?

C11H6IMgN5O6Se3Te2

---

> Which of these has the lowest charge?

C11H6IMgN5O6Se3Te2